Version i
Here is an isolated ion of composition CHNO4S and charge -2 from the OMol25 dataset. Energies are from the ωB97M-V functional and the def2-TZVPD basis.

gap between HOMO and LUMO: 7.19 eV
net charge: -2
structure (SMILES): O=CN=S(=O)([O-])[O-]

Cartesian coordinates (Å):
H1 1.527 -1.951 0.091
O1 -0.846 1.496 1.649
O2 0.617 -1.171 -1.550
N1 0.412 -0.378 0.641
C1 0.807 -1.122 -0.329
O3 -1.908 0.372 -0.223
O4 0.021 1.864 -0.589
S1 -0.629 0.888 0.311

Charge distribution, natural (NBO) scheme, values in e: H -0.03; O -1.09; O -0.77; N -0.94; C 0.50; O -1.07; O -1.07; S 2.47

Version ii
Here is CHNO4S as an isolated structure from the OMol25 dataset. Energies are from the ωB97M-V functional and the def2-TZVPD basis.

gap between HOMO and LUMO: 7.17 eV
net charge: -2

Cartesian coordinates (Å):
C1 0.933 0.859 -0.440
O1 1.190 0.314 -1.470
O2 -0.079 -1.832 -0.277
O3 -2.001 -0.269 -0.473
S1 -0.729 -0.688 0.408
O4 -1.132 -1.069 1.784
N1 0.175 0.663 0.557
H1 1.644 2.022 -0.088

Charge distribution, natural (NBO) scheme, values in e: C 0.60; O -0.69; O -1.04; O -1.10; S 2.42; O -1.06; N -0.95; H -0.16

Top of the stability list: version i, leading by 1.145 eV.

Version i
Here is a 2-piece molecular cluster, C3HO3 overall from the OMol25 dataset. Energies are from the ωB97M-V functional and the def2-TZVPD basis.

gap between HOMO and LUMO (alpha / beta): 5.57 / 3.41 eV
net charge: -1

Cartesian coordinates (Å):
H1 1.999 0.533 2.789
C1 -1.536 -0.056 -1.341
O1 -2.325 -0.958 -0.942
O2 -0.517 -0.824 -1.122
O3 -1.629 1.067 -1.802
C2 2.137 0.351 1.741
C3 1.870 -0.113 0.678

Charge distribution, natural (NBO) scheme, values in e: H 0.19; C 0.89; O -0.35; O -0.18; O -0.63; C -0.66; C -0.26

Version ii
Here is an isolated ion of composition C3HO3 and charge -1 from the OMol25 dataset. Energies are from the ωB97M-V functional and the def2-TZVPD basis.

gap between HOMO and LUMO: 7.60 eV
net charge: -1
structure (SMILES): O=C1O/C1=C/[O-]

Cartesian coordinates (Å):
O1 -2.398 -0.271 -0.235
C1 -0.023 0.059 0.704
C2 1.144 -0.340 -0.003
O2 -0.655 1.345 0.150
C3 -1.320 0.151 0.033
O3 1.688 -1.435 0.065
H1 1.564 0.491 -0.713

Charge distribution, natural (NBO) scheme, values in e: O -0.62; C -0.26; C 0.31; O -0.59; C 0.76; O -0.66; H 0.06

Top of the stability list: version ii, leading by 5.417 eV.

Version i
Here is a 2-piece molecular cluster, C7H12O3 overall from the OMol25 dataset. Energies are from the ωB97M-V functional and the def2-TZVPD basis.

gap between HOMO and LUMO: 9.28 eV
structure (SMILES): C=C(C)C(=O)O.C=C(C)O

Cartesian coordinates (Å):
O1 -1.928 -1.480 1.063
C1 -0.436 -1.234 -0.758
H1 0.969 2.038 -1.123
H2 -1.003 -0.280 -2.569
O2 -2.647 -0.242 -0.658
H3 0.659 -1.096 -2.572
H4 1.579 -1.706 -0.213
H5 -1.136 2.500 0.152
H6 2.090 2.693 0.081
H7 0.509 -3.115 -0.390
C2 -1.721 -0.801 -0.088
H8 2.200 0.985 -0.382
C3 0.564 -2.081 -0.036
H9 -1.368 1.607 1.768
H10 -2.845 -1.239 1.302
C4 -0.254 -0.858 -2.035
H11 1.981 0.546 1.814
C5 0.559 1.473 0.911
C6 1.505 1.810 -0.196
O3 1.047 0.759 1.977
H12 0.423 -2.101 1.048
C7 -0.746 1.822 0.904

Charge distribution, natural (NBO) scheme, values in e: O -0.68; C -0.12; H 0.24; H 0.22; O -0.61; H 0.19; H 0.21; H 0.21; H 0.23; H 0.23; C 0.77; H 0.21; C -0.65; H 0.21; H 0.50; C -0.32; H 0.48; C 0.32; C -0.68; O -0.68; H 0.24; C -0.52

Version ii
Here is a 2-piece molecular cluster, C7H12O3 overall from the OMol25 dataset. Energies are from the ωB97M-V functional and the def2-TZVPD basis.

gap between HOMO and LUMO: 9.50 eV
structure (SMILES): C=C1CCCC(=O)OC1.O

Cartesian coordinates (Å):
H1 -0.368 0.254 2.259
H2 1.312 1.467 -2.184
H3 -2.993 1.248 0.881
C1 -0.474 0.933 1.403
H4 2.600 -1.378 0.377
O1 0.301 1.494 -2.366
C2 -2.390 0.852 0.062
C3 1.631 -0.920 0.598
H5 0.759 -1.038 -1.379
H6 1.358 -1.197 1.629
C4 -1.178 0.289 0.241
H7 -1.106 -1.732 0.938
O2 2.636 1.085 -0.269
C5 -0.890 -1.173 0.012
H8 -2.941 0.677 -0.864
H9 0.126 0.866 -3.073
O3 0.948 1.366 1.065
H10 0.699 -2.538 -0.455
C6 1.870 0.570 0.533
C7 0.565 -1.451 -0.377
H11 -0.905 1.880 1.740
H12 -1.560 -1.555 -0.771

Charge distribution, natural (NBO) scheme, values in e: H 0.17; H 0.50; H 0.20; C -0.10; H 0.24; O -0.96; C -0.34; C -0.53; H 0.21; H 0.21; C -0.02; H 0.21; O -0.60; C -0.43; H 0.19; H 0.46; O -0.52; H 0.21; C 0.80; C -0.38; H 0.22; H 0.23

Top of the stability list: version i, leading by 1.024 eV.

Version i
Here is a 2-piece molecular cluster, C7H12O3 overall from the OMol25 dataset. Energies are from the ωB97M-V functional and the def2-TZVPD basis.

gap between HOMO and LUMO: 10.10 eV
structure (SMILES): CCC#CCC(=O)OC.O

Cartesian coordinates (Å):
C1 2.867 2.163 -1.104
H1 0.995 -0.388 -3.131
H2 3.180 1.820 -2.099
H3 0.716 0.989 -2.125
H4 3.703 2.016 -0.407
C2 -1.393 -0.378 1.166
O1 2.867 -0.723 -0.861
H5 1.739 0.101 1.638
H6 -3.196 -2.241 2.119
H7 -3.145 0.285 2.102
C3 1.862 -0.182 -0.462
O2 0.370 -0.084 -2.464
H8 -3.209 0.278 0.343
O3 1.719 1.429 -0.689
H9 -4.622 -1.563 1.291
C4 -0.196 -0.425 0.986
H10 1.586 -1.558 1.137
C5 1.255 -0.540 0.885
H11 2.570 3.217 -1.124
H12 -3.282 -2.249 0.343
C6 -3.530 -1.670 1.243
C7 -2.855 -0.296 1.213

Charge distribution, natural (NBO) scheme, values in e: C -0.25; H 0.47; H 0.18; H 0.51; H 0.18; C 0.04; O -0.53; H 0.27; H 0.21; H 0.23; C 0.88; O -0.97; H 0.23; O -0.64; H 0.21; C -0.04; H 0.26; C -0.57; H 0.20; H 0.21; C -0.59; C -0.48

Version ii
Here is one molecule with the formula C7H12O3 from the OMol25 dataset. Energies are from the ωB97M-V functional and the def2-TZVPD basis.

gap between HOMO and LUMO (alpha / beta): 7.20 / 7.20 eV

Cartesian coordinates (Å):
C1 0.421 0.903 -1.615
H1 0.078 1.978 1.656
H2 0.522 -1.562 -2.315
H3 -0.606 -0.986 2.659
H4 -0.740 -1.937 0.057
C2 0.461 1.267 0.801
C3 -1.063 -0.991 -0.302
O1 1.590 -0.802 0.601
C4 0.683 -0.051 1.197
O2 -2.058 -0.482 0.417
H5 1.408 0.456 -1.677
H6 1.079 -1.403 2.721
H7 0.368 1.430 -2.483
O3 -0.354 -1.243 -2.607
H8 -2.682 0.139 -0.116
H9 -1.644 0.211 -2.064
C5 0.367 1.804 -0.483
H10 1.632 -0.646 -0.333
C6 -0.732 -0.262 -1.662
C7 0.436 -0.618 2.599
H11 0.160 2.830 -0.587
H12 0.672 -0.034 3.535

Charge distribution, natural (NBO) scheme, values in e: C -0.47; H 0.21; H 0.46; H 0.23; H 0.19; C -0.28; C 0.11; O -0.69; C 0.30; O -0.68; H 0.18; H 0.22; H 0.22; O -0.70; H 0.48; H 0.18; C -0.24; H 0.47; C 0.05; C -0.66; H 0.21; H 0.22

Top of the stability list: version i, leading by 1.332 eV.

Version i
Here is a 2-piece molecular cluster, C6H9B overall from the OMol25 dataset. Energies are from the ωB97M-V functional and the def2-TZVPD basis.

gap between HOMO and LUMO (alpha / beta): 7.28 / 7.32 eV

Cartesian coordinates (Å):
H1 -0.494 2.041 0.636
H2 1.613 2.081 -0.450
H3 -0.481 -2.073 -0.421
H4 -3.746 -0.941 -0.109
B1 -3.363 -0.038 0.312
C1 -0.666 0.118 -0.291
C2 1.318 -1.101 -0.371
C3 -0.129 -1.098 -0.825
H5 1.816 -2.115 -0.406
C4 1.992 -0.132 0.244
C5 -0.073 1.143 0.291
H6 -3.886 0.759 0.815
H7 3.003 -0.415 0.659
H8 -0.059 -1.086 -1.972
C6 1.453 1.271 0.405
H9 1.701 1.586 1.484

Charge distribution, natural (NBO) scheme, values in e: H 0.21; H 0.23; H 0.24; H -0.17; B 0.57; C -0.05; C -0.17; C -0.56; H 0.20; C -0.21; C -0.29; H -0.17; H 0.21; H 0.23; C -0.48; H 0.22

Version ii
Here is one molecule with the formula C6H9B from the OMol25 dataset. Energies are from the ωB97M-V functional and the def2-TZVPD basis.

gap between HOMO and LUMO: 9.06 eV
structure (SMILES): CB1CC#CCC1

Cartesian coordinates (Å):
H1 -1.558 -1.602 -1.525
H2 -1.686 0.746 -0.582
B1 -0.060 -0.645 -0.063
H3 0.157 -1.650 -2.074
C1 -0.358 2.134 0.507
H4 -1.176 2.266 1.056
C2 1.450 0.502 1.511
H5 -0.010 1.125 -1.278
C3 -0.516 -1.760 -1.166
H6 -0.143 2.910 -0.117
C4 0.774 1.506 1.220
H7 1.027 -1.445 2.011
C5 1.152 -0.889 1.018
C6 -0.671 0.811 -0.421
H8 2.165 -1.242 0.681
H9 -0.547 -2.768 -0.780

Charge distribution, natural (NBO) scheme, values in e: H 0.23; H 0.23; B 0.92; H 0.25; C -0.43; H 0.21; C -0.09; H 0.26; C -1.00; H 0.22; C 0.02; H 0.27; C -0.83; C -0.74; H 0.26; H 0.23

Top of the stability list: version ii, leading by 3.078 eV.

Version i
Here is an isolated ion of composition C4H11N2 and charge +2 from the OMol25 dataset. Energies are from the ωB97M-V functional and the def2-TZVPD basis.

gap between HOMO and LUMO (alpha / beta): 11.86 / 9.14 eV
expectation value of S²: 0.760
net charge: +2
2S+1: 2

Cartesian coordinates (Å):
C1 -0.545 -0.891 0.096
N1 0.788 1.584 0.529
H1 1.891 0.202 -0.657
H2 -0.304 1.381 0.558
H3 0.846 -2.537 -0.292
C2 -0.012 -2.127 0.266
H4 -0.017 -0.761 -1.988
H5 1.000 2.568 0.576
H6 1.016 0.946 1.381
C3 1.011 0.916 -0.840
H7 -1.087 0.510 -1.391
H8 1.379 1.664 -1.575
H9 -0.254 -2.724 1.189
H10 -2.267 0.215 0.580
N2 -1.428 -0.229 0.964
C4 -0.209 -0.065 -1.188
H11 -1.809 -0.652 1.793

Charge distribution, natural (NBO) scheme, values in e: C 0.26; N -0.72; H 0.24; H 0.45; H 0.27; C -0.09; H 0.30; H 0.48; H 0.47; C -0.23; H 0.25; H 0.30; H 0.26; H 0.45; N -0.68; C -0.47; H 0.45

Version ii
Here is an isolated ion of composition C4H11N2 and charge +2 from the OMol25 dataset. Energies are from the ωB97M-V functional and the def2-TZVPD basis.

gap between HOMO and LUMO (alpha / beta): 12.11 / 8.36 eV
expectation value of S²: 0.754
net charge: +2
2S+1: 2

Cartesian coordinates (Å):
H1 -0.241 -0.944 -0.609
C1 -0.395 1.121 -0.518
C2 -1.086 -0.344 -2.313
C3 1.025 0.047 1.451
N1 -0.360 -0.185 -1.273
H2 1.892 0.278 0.891
H3 0.445 1.723 -0.862
H4 0.146 -1.825 1.909
H5 1.732 -1.934 1.211
H6 -1.241 -1.296 -2.794
H7 -1.315 1.635 -0.730
H8 0.094 1.902 1.378
H9 1.114 0.191 2.547
H10 -1.107 0.662 1.494
C4 -0.167 0.921 1.000
H11 -1.467 0.552 -2.800
N2 0.873 -1.388 1.333

Charge distribution, natural (NBO) scheme, values in e: H 0.42; C -0.24; C 0.20; C -0.29; N -0.41; H 0.25; H 0.25; H 0.43; H 0.45; H 0.26; H 0.27; H 0.29; H 0.34; H 0.26; C -0.44; H 0.24; N -0.29

Top of the stability list: version i, leading by 0.126 eV.